{"formula": "C3H3O4P", "method": "ωB97M-V/def2-TZVPD", "symbols": ["C", "C", "C", "O", "O", "O", "O", "P", "H", "H", "H"], "xyz": [[-1.62052, -0.81282, 0.63264], [0.73297, -0.21226, -0.40163], [-0.08503, 0.59466, 0.24597], [-2.45653, -0.54206, -0.13786], [0.37580, -0.90655, 2.54756], [1.52368, 0.12516, -1.54007], [-0.49674, 1.77744, -0.29933], [-0.67592, -0.05226, 2.02372], [0.98207, -1.19351, 0.12809], [1.69137, -0.66866, -2.00452], [0.02885, 1.89087, -1.19456]], "molar_mass_g_mol": 134.0, "spin_multiplicity": 1, "charge": 0, "relative_energy_ev": 2.150, "gap_ev": [7.639, 7.640], "energy_ha": -758.32961}

***

{"formula": "C3H3O4Sc", "method": "ωB97M-V/def2-TZVPD", "symbols": ["O", "C", "O", "C", "O", "C", "O", "Sc", "H", "H", "H"], "xyz": [[-1.49592, 0.55751, 1.22202], [-1.47872, 0.51066, -0.01720], [-2.03729, 1.02423, -0.93651], [2.88852, -0.55708, -2.02601], [1.87814, -0.44219, -1.02324], [0.65273, -0.14809, -1.39718], [-0.07224, -0.28377, -0.30665], [0.45965, -0.46600, 1.94722], [3.68501, 0.15295, -1.77873], [3.27750, -1.58048, -1.99141], [2.45724, -0.33161, -3.00774]], "molar_mass_g_mol": 148.0, "spin_multiplicity": 2, "charge": 1, "gap_ev": [6.622, 6.569], "s_squared": 0.751, "energy_ha": -1177.44359}

***

{"formula": "C3H3OP", "method": "ωB97M-V/def2-TZVPD", "symbols": ["C", "C", "C", "O", "P", "H", "H", "H"], "xyz": [[0.84138, 0.89158, 1.07880], [0.91816, 1.10653, -0.21220], [-0.04170, 0.04771, 0.35807], [-1.17238, -1.66979, -1.20068], [-1.07630, -1.24357, 0.40758], [1.13228, 1.49109, 2.04436], [1.20983, 1.71374, -0.92111], [-1.81128, -2.33730, -1.55483]], "molar_mass_g_mol": 86.0, "spin_multiplicity": 1, "charge": 0, "relative_energy_ev": 3.088, "gap_ev": 8.488, "energy_ha": -532.56874}

***

{"formula": "C3H3OP", "method": "ωB97M-V/def2-TZVPD", "symbols": ["C", "C", "C", "O", "P", "H", "H", "H"], "xyz": [[0.36658, -0.20708, -1.56573], [-1.46171, 1.05333, -2.15463], [0.07291, -0.12575, -0.09970], [0.02681, 1.06064, -2.37309], [-0.80449, -0.32541, -3.01295], [-0.76803, -0.75865, 0.18500], [-0.12138, 0.89108, 0.23144], [0.95854, -0.49808, 0.41389]], "molar_mass_g_mol": 86.0, "spin_multiplicity": 3, "charge": 0, "relative_energy_ev": 3.668, "gap_ev": [7.650, 7.605], "s_squared": 2.030, "energy_ha": -532.39631}

***

{"formula": "C3H3P", "method": "ωB97M-V/def2-TZVPD", "symbols": ["C", "C", "C", "P", "H", "H", "H"], "xyz": [[0.90473, -2.14228, 2.35192], [0.65040, -1.17217, 1.03387], [-0.33703, 0.81168, -0.63235], [0.15113, -0.99310, -0.53896], [-1.29180, 0.79824, -0.07537], [-0.57585, 1.18674, -1.79114], [0.49842, 1.51089, -0.34798]], "molar_mass_g_mol": 70.0, "spin_multiplicity": 1, "charge": 0, "relative_energy_ev": 4.657, "gap_ev": [6.918, 6.919], "energy_ha": -457.17381}

***

{"formula": "C3H3P3", "method": "ωB97M-V/def2-TZVPD", "symbols": ["C", "C", "C", "P", "P", "P", "H", "H", "H"], "xyz": [[-0.32848, -1.55802, -0.25234], [-0.39410, -0.32993, 0.40725], [-0.10988, 0.93544, 0.55665], [-1.11422, -1.86699, 1.17757], [1.33993, -1.90591, 4.12164], [0.62185, -2.99657, 2.68564], [0.11211, -2.21051, -1.07242], [0.41603, 1.64814, -0.21108], [-0.42422, 1.47591, 1.35040]], "molar_mass_g_mol": 132.0, "spin_multiplicity": 1, "charge": 0, "relative_energy_ev": 2.385, "gap_ev": [6.313, 6.306], "energy_ha": -1140.00204}

***

{"formula": "C3H4AgO4", "method": "ωB97M-V/def2-TZVPD", "symbols": ["O", "C", "C", "O", "Ag", "H", "H", "H", "O", "C", "O", "H"], "xyz": [[0.16374, 0.26158, -0.03244], [-0.85844, 1.18414, 0.28562], [-2.17359, 0.67863, -0.17038], [-2.19115, -0.52444, 0.13270], [-0.69159, -2.05558, -0.31725], [-0.82287, 1.59277, 1.30357], [-2.74209, 1.15044, -0.98633], [-0.98577, 2.06249, -0.48438], [2.18854, -0.41152, -0.08625], [1.44363, 0.66166, 0.07969], [1.78422, 1.76349, 0.39711], [3.11673, -0.16884, -0.20583]], "molar_mass_g_mol": 211.9, "spin_multiplicity": 1, "charge": 1, "relative_energy_ev": 1.973, "gap_ev": 9.524, "energy_ha": -564.31749}

***

{"formula": "C3H4AlO3", "method": "ωB97M-V/def2-TZVPD", "symbols": ["O", "C", "C", "H", "H", "H", "O", "C", "O", "Al", "H"], "xyz": [[-0.32149, -0.44585, -1.22552], [0.38952, 0.52106, -1.05182], [1.12531, 1.50032, -1.55107], [0.15997, 0.23158, 0.81517], [0.66273, 2.47126, -1.73057], [2.18247, 1.31097, -1.81734], [-1.81346, -0.57340, 1.16466], [-0.51710, -0.67296, 1.55467], [-0.02388, -1.88568, 1.18955], [-1.41499, -1.92204, -0.00498], [-0.42908, -0.53525, 2.65723]], "molar_mass_g_mol": 115.0, "spin_multiplicity": 2, "charge": 0, "relative_energy_ev": 2.181, "gap_ev": [8.240, 6.945], "s_squared": 0.751, "energy_ha": -584.77784}

***

{"formula": "C3H4AuO3", "method": "ωB97M-V/def2-TZVPD", "symbols": ["O", "C", "O", "Au", "O", "C", "H", "C", "H", "H", "H"], "xyz": [[1.75630, -0.52976, -1.30550], [0.51541, -0.83428, -0.78696], [0.06797, 0.07430, 0.02973], [-1.44608, -0.59172, 0.80249], [-1.61064, -2.03623, -0.49453], [-0.30548, -2.12461, -0.77115], [0.02267, -2.98317, -1.38301], [1.80808, 0.33193, -2.41162], [2.05337, -0.27423, -3.29220], [2.57311, 1.10913, -2.24936], [0.85880, 0.85306, -2.61670]], "molar_mass_g_mol": 285.0, "spin_multiplicity": 3, "charge": -1, "gap_ev": [5.448, 5.924], "s_squared": 2.009, "energy_ha": -477.92847}

***

{"formula": "C3H4BNO2", "method": "ωB97M-V/def2-TZVPD", "symbols": ["B", "C", "C", "C", "N", "O", "O", "H", "H", "H", "H"], "xyz": [[-0.86391, -1.97779, -0.20975], [-3.25480, 0.13500, -0.20754], [-1.89971, -0.46050, 0.06107], [-0.43606, 1.32136, -0.25892], [-4.24557, 0.63990, -0.50954], [-1.62639, -1.76283, 0.81486], [-1.21378, 0.61545, 0.64619], [-0.10877, -2.76116, -0.80368], [-0.03498, 0.71232, -1.01432], [0.44369, 1.91513, 0.18227], [-1.17822, 2.00887, -0.58690]], "molar_mass_g_mol": 96.9, "spin_multiplicity": 1, "charge": 0, "relative_energy_ev": 4.921, "gap_ev": 9.777, "energy_ha": -346.68080}

***

{"formula": "C3H4BaLiO3", "method": "ωB97M-V/def2-TZVPD", "symbols": ["O", "C", "C", "O", "O", "C", "H", "H", "H", "H", "Ba", "Li"], "xyz": [[-0.29087, -1.69687, 0.38909], [-1.16341, -0.68848, 0.26772], [1.05811, -1.41776, 0.52776], [-2.36652, -0.93443, 0.27610], [-0.70974, 0.49863, 0.09272], [1.89703, -1.46361, -0.51080], [1.37126, -1.24057, 1.56051], [2.86648, 1.59945, 0.93111], [1.54854, -1.71092, -1.51536], [2.96237, -1.31117, -0.33402], [1.26661, 1.62275, -0.38831], [-2.73826, 0.98850, -0.01998]], "molar_mass_g_mol": 232.3, "spin_multiplicity": 1, "charge": 1, "relative_energy_ev": 0.459, "gap_ev": 6.730, "energy_ha": -375.24615}

***

{"formula": "C3H4BiLiO3", "method": "ωB97M-V/def2-TZVPD", "symbols": ["O", "C", "C", "O", "C", "O", "Li", "Bi", "H", "H", "H", "H"], "xyz": [[-1.28721, 0.66374, -1.26193], [-0.44290, 1.80968, -1.33376], [0.16670, 2.09710, -0.00093], [2.78191, -1.55552, 2.51304], [1.86015, -1.62588, 1.83712], [0.92376, -1.50193, 1.14549], [-2.82883, 0.66918, -2.20237], [-0.49230, -0.64141, -0.10424], [-1.03802, 2.68861, -1.65159], [0.34387, 1.65654, -2.08969], [-0.35743, 1.75970, 0.90329], [0.95768, 2.83970, 0.11534]], "molar_mass_g_mol": 304.0, "spin_multiplicity": 2, "charge": 3, "relative_energy_ev": 0.000, "gap_ev": [6.627, 9.449], "s_squared": 0.757, "energy_ha": -563.23064}

***

{"formula": "C3H4BrClO", "method": "ωB97M-V/def2-TZVPD", "symbols": ["C", "C", "C", "O", "Cl", "Br", "H", "H", "H", "H"], "xyz": [[0.15686, 0.14105, 0.89072], [-0.72758, 0.47984, -0.07400], [-0.48084, 0.02365, -1.43859], [0.68275, -0.56316, -1.75951], [-2.09452, -1.87706, -1.55513], [-1.20109, 1.18856, -2.74474], [0.09254, 0.44819, 1.92376], [0.89524, -0.53082, 0.56268], [-1.66231, 0.77162, 0.34664], [0.88551, -0.93618, -2.65811]], "molar_mass_g_mol": 171.4, "spin_multiplicity": 1, "charge": 0, "relative_energy_ev": 2.160, "gap_ev": [8.139, 8.139], "energy_ha": -3226.06969}

***

{"formula": "C3H4BrClO", "method": "ωB97M-V/def2-TZVPD", "symbols": ["C", "C", "C", "O", "Cl", "Br", "H", "H", "H", "H"], "xyz": [[-1.64729, 1.17957, 1.41397], [-1.67152, 0.52267, 0.44423], [2.30891, 0.38959, -0.75608], [1.55508, -0.61208, -0.50800], [4.00737, -0.03871, -1.02499], [2.27768, 1.63571, 0.95452], [-1.83062, 1.75693, 2.24155], [2.05427, 0.94788, -1.54690], [-1.73792, 0.00819, -0.47194], [1.77321, -1.16751, 0.30826]], "molar_mass_g_mol": 171.4, "spin_multiplicity": 1, "charge": 0, "relative_energy_ev": 2.769, "gap_ev": 10.442, "energy_ha": -3226.04731}

***

{"formula": "C3H4BrClO", "method": "ωB97M-V/def2-TZVPD", "symbols": ["C", "C", "C", "O", "Cl", "Br", "H", "H", "H", "H"], "xyz": [[-1.54690, 1.18127, -0.32644], [-2.45988, 0.33363, 0.39838], [2.06894, -0.14276, 0.29123], [-2.17567, 1.65904, 0.81866], [-3.99630, -0.14377, -0.22689], [0.81355, 1.13908, -0.24861], [-1.86652, 1.64392, -1.30220], [-2.29174, -0.51441, 1.06573], [2.25687, -0.49848, 1.35816], [1.86415, -0.93494, -0.50594]], "molar_mass_g_mol": 171.4, "spin_multiplicity": 1, "charge": 0, "relative_energy_ev": 5.900, "gap_ev": [7.579, 8.417], "energy_ha": -3225.93227}

***

{"formula": "C3H4BrF", "method": "ωB97M-V/def2-TZVPD", "symbols": ["C", "C", "C", "F", "Br", "H", "H", "H", "H"], "xyz": [[-0.74814, -0.01828, 0.81400], [-1.55051, -0.43581, -0.12971], [1.02903, -0.55102, 0.57670], [1.13806, -1.05408, -0.71416], [-3.43755, -0.19418, -0.04557], [-0.84041, 0.77007, 1.52119], [-1.07190, -0.91359, -1.01300], [1.12465, -1.40756, 1.23389], [1.76090, 0.35012, 0.82485]], "molar_mass_g_mol": 139.0, "spin_multiplicity": 1, "charge": 0, "relative_energy_ev": 1.715, "gap_ev": 10.489, "energy_ha": -2790.50087}

***

{"formula": "C3H4BrF3O", "method": "ωB97M-V/def2-TZVPD", "symbols": ["C", "C", "C", "O", "F", "F", "F", "Br", "H", "H", "H", "H"], "xyz": [[-0.56075, 0.29375, -0.31054], [-0.02900, -0.46560, 1.12143], [0.53941, 0.90086, -1.24693], [0.58484, -1.55557, 0.76100], [-1.12225, -0.70189, -1.10990], [-0.07711, 1.30811, -2.30971], [1.17740, 1.96093, -0.66431], [-1.70065, -0.84173, 2.20006], [-1.30627, 0.99307, -0.03863], [0.54567, 0.25871, 1.69115], [1.08293, 0.04754, -1.64933], [0.86577, -2.19817, 1.55572]], "molar_mass_g_mol": 193.0, "spin_multiplicity": 3, "charge": 0, "relative_energy_ev": 2.370, "gap_ev": [5.713, 6.682], "s_squared": 2.005, "energy_ha": -3065.32283}

***

{"formula": "C3H4BrI", "method": "ωB97M-V/def2-TZVPD", "symbols": ["C", "C", "C", "Br", "I", "H", "H", "H", "H"], "xyz": [[0.30384, 0.36026, -0.81850], [-0.86296, 0.08867, -1.24923], [0.83896, -0.21715, 1.76596], [-0.76924, -1.02280, 2.24737], [-1.73259, 0.49430, -3.19710], [1.26979, 0.83711, -1.14992], [-1.64707, -0.56087, -0.85169], [0.91109, 0.82019, 1.72540], [1.68818, -0.79972, 1.52772]], "molar_mass_g_mol": 246.9, "spin_multiplicity": 1, "charge": 0, "relative_energy_ev": 4.065, "gap_ev": [8.371, 7.403], "energy_ha": -2988.23441}

***

{"formula": "C3H4BrNO", "method": "ωB97M-V/def2-TZVPD", "symbols": ["C", "C", "C", "N", "O", "Br", "H", "H", "H", "H"], "xyz": [[0.33747, -0.17801, 1.89110], [-0.47675, -0.51983, -1.33671], [0.76130, 0.51162, 0.74716], [-0.24603, -0.73139, 2.70433], [0.74652, -0.48572, -0.70990], [-0.40449, 2.03361, 0.37309], [-0.45418, -1.15955, -2.22389], [-0.60401, 0.51397, -1.69447], [-1.45587, -0.91570, -0.69987], [1.79605, 0.93100, 0.94916]], "molar_mass_g_mol": 150.0, "spin_multiplicity": 1, "charge": 0, "relative_energy_ev": 2.847, "gap_ev": 10.428, "energy_ha": -2820.60872}

***

{"formula": "C3H4BrNO2", "method": "ωB97M-V/def2-TZVPD", "symbols": ["C", "C", "C", "N", "O", "O", "Br", "H", "H", "H", "H"], "xyz": [[-0.62561, -0.26389, 0.01678], [0.87619, 0.03822, 0.07641], [-1.58966, 0.77605, -0.11039], [1.77793, -1.03040, 0.07176], [1.34524, -2.15114, -0.00004], [2.95287, -0.76253, 0.01548], [1.62742, 1.75708, 0.08050], [-0.89944, -1.28765, -0.08512], [-2.21288, 0.52398, -0.89971], [-2.30803, 0.65971, 0.85380], [-0.94403, 1.74057, -0.01946]], "molar_mass_g_mol": 166.0, "spin_multiplicity": 1, "charge": 0, "relative_energy_ev": 4.444, "gap_ev": 8.490, "energy_ha": -2895.78336}